2 unconnected molecules or ions with the total composition C2H2BrCl3S in a non-equilibrium geometry, computed with the ωB97M-V functional and the def2-TZVPD basis.

```
! wB97M-V def2-TZVPD RIJCOSX def2/J DEFGRID3
* xyz 0 1
Br 1.51967 0.51006 1.37337
Cl -1.46339 2.26436 -0.34763
Cl -2.09601 -1.90697 1.03073
Cl 2.93867 -0.60608 -1.11247
S -2.62572 0.84401 0.40599
C 1.34336 -0.19853 -0.36331
C -1.56815 -0.49151 0.30939
H 0.87513 -1.10035 -0.26049
H 1.07645 0.68502 -1.03557
*
```

Results
Kohn-Sham gap	0.3096	Eh

---

A molecular structure, C21H26N8O4Re in a non-equilibrium geometry, computed with the ωB97M-V functional and the def2-TZVPD basis.

```
! wB97M-V def2-TZVPD RIJCOSX def2/J DEFGRID3
* xyz 2 2
Re -0.41289 -0.40265 -0.28246
O -1.06200 -4.33501 -1.68961
O -1.23341 0.40473 -2.24694
O -0.48549 -2.25296 -1.22433
O 0.94050 -0.65615 1.33790
N -1.35628 -3.56643 0.41263
N -1.24081 -2.51934 1.32739
N 1.44294 -0.02183 -1.21396
N -1.23030 -1.33446 -3.68950
N 0.51015 1.51546 1.74528
N 3.41844 -0.01237 -2.12306
N -2.53962 0.03760 0.03644
N -0.50097 1.27505 0.92843
C -1.87764 0.85244 -4.48421
C 2.49879 -0.77476 -1.51104
C -4.97370 1.25958 -0.49181
C 2.66476 -2.21657 -1.23781
C 2.94309 1.26455 -2.22121
C -3.55376 -0.66464 -0.45790
C -2.72336 1.35536 0.31827
C -3.93489 1.99357 0.05273
C 2.38609 0.50445 2.85178
C 1.26554 0.44341 1.92673
C 4.17385 -0.60240 4.02623
C 4.49849 0.59399 4.65558
C -1.42372 -0.06807 -3.39184
C 2.72433 1.70916 3.48135
C -1.69850 3.27859 1.69581
C -1.59740 1.99981 0.95888
C 3.12564 -0.65216 3.13106
C -0.95137 -3.43108 -0.90054
C -4.78989 -0.09858 -0.72979
C 3.77564 1.74926 4.37443
C 1.70979 1.24782 -1.65249
H -0.88362 -1.97797 -2.97071
H -5.91445 1.73588 -0.71891
H -3.37727 -1.71830 -0.64310
H -1.67867 -4.48356 0.70405
H 3.50123 2.06096 -2.66573
H 1.74876 -2.61670 -0.81079
H -2.67423 1.50078 -4.12853
H -2.60228 3.30717 2.30154
H -1.04272 1.49239 -4.77063
H 2.86202 -1.57792 2.64215
H -0.43759 -2.62631 1.94765
H 1.00461 2.04632 -1.53853
H -4.04431 3.04593 0.25739
H 2.16011 2.59987 3.25633
H 5.30805 0.62409 5.36860
H 3.48483 -2.39147 -0.54079
H 4.73950 -1.49732 4.24179
H -0.82625 3.39714 2.33346
H -1.73185 4.12389 1.00576
H -1.43628 -1.70778 -4.60242
H 4.03615 2.67723 4.85977
H -2.09264 -2.39886 1.86956
H 2.89058 -2.75409 -2.15923
H -5.58737 -0.70874 -1.12308
H 4.31266 -0.33073 -2.46865
H -2.21100 0.30272 -5.35938
*
```

Results
Kohn-Sham gap (alpha / beta)	0.2147 / 0.2095	Eh
expectation value of S²	0.791

---

C6H7N in the gas phase in a non-equilibrium geometry, computed with the ωB97M-V functional and the def2-TZVPD basis.

```
! wB97M-V def2-TZVPD RIJCOSX def2/J DEFGRID3
* xyz 0 1
N -0.34780 -1.34574 -0.00851
C 1.79553 -0.33715 0.63218
C 0.97835 -0.96431 -0.49464
C 1.55238 0.95013 0.28910
C -2.32671 0.21570 0.25483
C -1.04911 -0.33056 -0.08509
C 0.76260 0.60933 -0.87837
H 0.81299 1.27975 -1.74339
H 1.54243 -1.77750 -0.87588
H -2.55952 0.72692 -0.62725
H 1.94416 1.80163 0.69406
H 2.24583 -1.00586 1.34764
H -2.87227 -0.67899 0.44380
H -2.47883 0.85665 1.05152
*
```

Results
Kohn-Sham gap (alpha / beta)	0.3030 / 0.3030	Eh

---

A molecular structure, C16H12F6IrN4O5S2 in a non-equilibrium geometry, computed with the ωB97M-V functional and the def2-TZVPD basis.

```
! wB97M-V def2-TZVPD RIJCOSX def2/J DEFGRID3
* xyz 1 5
Ir 0.66295 0.23971 -0.08221
S 3.19160 -1.51571 0.42136
S 2.14643 -1.25894 -2.43972
F 3.28324 -0.15580 -4.55119
F 2.66190 -4.09306 0.01022
F 1.11341 -3.11664 1.24230
F 2.81876 1.35723 -3.10074
F 3.10063 -3.44747 2.12843
F 4.42380 -0.14048 -2.62390
O 4.47294 -1.93480 -0.11761
O -0.79871 -1.21313 -0.27572
O 3.22445 -0.67665 1.61668
O 2.65922 -2.58241 -2.56625
O 0.89616 -0.94191 -3.08373
N -2.08731 0.52703 0.34440
N 2.18474 -0.78332 -0.83210
N -0.93251 1.13563 0.46568
N 1.46314 1.98886 0.55918
C -2.07293 3.15632 1.20989
C 3.22199 0.07731 -3.20819
C -0.80931 2.37871 0.92971
C 2.28329 4.38260 1.68584
C 0.97585 3.97872 1.74685
C -1.97402 -0.72921 -0.08161
C -3.13889 -1.51223 -0.09417
C -4.43104 -1.02511 0.25987
C -5.51190 -1.90664 0.22142
C 2.41435 -3.17848 0.96717
C 3.15859 3.57806 0.94211
C 0.54839 2.84509 1.04865
C -4.06581 -3.70884 -0.56820
C -2.94738 -2.85981 -0.42618
C 2.80275 2.35361 0.43334
C -5.29677 -3.21004 -0.25856
H -3.94220 -4.76412 -0.92951
H -6.20984 -3.80389 -0.45900
H -6.50506 -1.49133 0.37251
H -1.86936 -3.16404 -0.59517
H 3.54521 1.65190 -0.00326
H 0.19616 4.56872 2.23262
H -2.21622 3.86667 0.37964
H 4.25182 3.77059 0.92600
H -4.53640 -0.00577 0.65382
H -2.01348 3.62312 2.17935
H 2.54578 5.33528 2.13289
H -2.88841 2.40466 1.18712
*
```

Results
Kohn-Sham gap (alpha / beta)	0.1996 / 0.1361	Eh
expectation value of S²	6.072

---

10 unconnected molecules or ions with the total composition C7H29NO9 in a non-equilibrium geometry, computed with the ωB97M-V functional and the def2-TZVPD basis.

```
! wB97M-V def2-TZVPD RIJCOSX def2/J DEFGRID3
* xyz 0 1
O -2.21348 2.78204 1.83262
O -0.11663 3.84790 0.72758
O 1.26707 2.05982 -3.31003
O 2.50315 2.44784 -0.09563
O -4.12818 -0.87279 1.45458
O 1.76450 -1.96628 -1.72978
O 2.83832 -0.05197 -3.00540
O 2.30946 -3.88524 0.74976
O 2.82434 -0.54011 0.29090
N -1.02886 -2.20758 0.99521
C -1.21226 -1.69020 -0.28517
C -0.76954 0.00080 1.21605
C -2.84840 0.52913 -1.72844
C -0.72931 -1.18578 1.87245
C -1.49938 0.81386 -1.08915
C -1.12597 -0.34200 -0.17865
C -0.19266 -1.45893 3.21855
H -0.32540 0.95639 1.44368
H -1.53759 1.76696 -0.53136
H -3.49570 -1.46477 1.87784
H 2.55219 0.33465 -0.03736
H 2.99059 0.17575 -2.09078
H 0.88975 -1.59914 -1.57282
H -0.84205 -3.19015 1.14548
H -0.92545 3.53018 1.15257
H 2.12119 -0.70198 -3.11288
H -2.75427 -0.10723 -2.59725
H -0.70924 1.10337 -1.80337
H 3.68385 -0.27447 0.65062
H 0.03751 -0.41017 3.64193
H 0.81985 -1.87733 3.25924
H -3.56119 0.19158 -1.01545
H -0.81891 -1.96943 3.93568
H 1.57238 2.57225 0.15618
H -3.60537 -0.37560 0.81669
H -0.39813 4.32350 -0.05997
H 1.84848 1.27480 -3.16305
H 1.45606 2.74555 -2.66141
H -3.16787 1.47506 -2.25745
H -1.52777 -2.33086 -1.10163
H -2.70446 2.08010 1.38509
H -1.81337 2.28496 2.55931
H 2.39958 -1.51824 -1.14722
H 2.95734 3.23431 -0.40123
H 2.83408 -3.36813 1.36941
H 2.50524 -3.45861 -0.09881
*
```

Results
Kohn-Sham gap	0.3276	Eh
SMILES	CCc1c[nH]c(C)c1.O.O.O.O.O.O.O.O.O

---

14 unconnected molecules or ions with the total composition H28O14 in a non-equilibrium geometry, computed with the ωB97M-V functional and the def2-TZVPD basis.

```
! wB97M-V def2-TZVPD RIJCOSX def2/J DEFGRID3
* xyz 0 1
O -0.17007 1.18902 3.25529
O 2.24193 -0.72498 -2.03471
O -0.00507 1.55702 -2.54371
O 2.66993 1.37002 1.67829
O 2.71493 1.79202 -0.84771
O -2.11307 -0.03398 -2.79171
O -1.91907 -1.83398 0.25829
O -0.99707 -1.61998 3.01629
O 1.42793 -3.76898 0.22029
O 0.28893 0.47402 0.12129
O -2.59307 1.25302 -0.74971
O 2.28693 -1.26998 1.34129
O -0.57807 3.01302 -0.09171
O -4.29807 -0.35198 0.56429
H -2.63107 0.15902 -3.65071
H 3.02693 -1.72198 1.34629
H -1.15807 0.40602 -2.88371
H -2.54907 0.99002 -1.57371
H -5.06607 -0.52898 -0.04171
H 2.03393 -1.11698 2.26829
H 0.58593 1.49702 2.85529
H 1.92993 -4.32598 -0.24871
H 0.84093 1.66502 -2.79271
H -1.89207 -2.51198 -0.24771
H -1.91207 2.03702 -0.65571
H -0.54807 0.03302 0.00929
H 0.01093 2.29802 0.42529
H -0.92407 -1.97998 2.12429
H -1.07007 3.63802 0.56929
H -2.73007 -1.53898 0.22229
H 0.18193 1.41602 -1.61371
H -1.52507 -2.30098 3.35929
H 1.70393 -2.83598 -0.28571
H 2.45393 1.94202 0.91329
H -0.52207 0.20802 3.09529
H 3.04393 -1.25598 -2.12871
H 1.88293 1.33902 -1.08171
H -3.47407 0.04502 0.21329
H 2.71993 0.54002 1.24229
H 3.62693 1.24102 -0.58471
H 2.18493 -0.10298 -2.66971
H 0.81793 -0.27798 0.41929
*
```

Results
Kohn-Sham gap	0.3544	Eh

---

Number 1: M 244.4 g mol⁻¹, E_tot -4430.0725 Ha. Number 2: M 640.7 g mol⁻¹, E_tot -1632.6765 Ha. Number 3: M 93.1 g mol⁻¹, E_tot -287.3670 Ha. Number 4: M 710.6 g mol⁻¹, E_tot -2711.5526 Ha. Number 5: M 271.3 g mol⁻¹, E_tot -1016.0080 Ha. Number 6: M 252.2 g mol⁻¹, E_tot -1069.9940 Ha.